No. 1
The following is a DFT calculation (ωB97M-V with the def2-TZVPD basis set) of a cluster of 2 separate species, C10H14O2 in total.

Positions of all 26 atoms, in Å:
C 0.53706 -0.02751 1.52697
C 0.49467 1.46270 1.25871
O 1.01162 1.75741 -0.03431
C 2.34318 1.26452 -0.13429
C 2.38558 -0.22569 0.13398
O 1.86863 -0.52040 1.42700
H -0.11878 -0.55887 0.81074
H 0.17977 -0.26188 2.54818
H 1.07562 2.00208 2.03137
H -0.54318 1.84663 1.28884
H 2.70047 1.49888 -1.15550
H 2.99902 1.79587 0.58195
H 1.80463 -0.76508 -0.63869
H 3.42343 -0.60962 0.10385
C -2.52456 -1.26656 0.15561
C -2.53620 0.10758 -0.08665
C -1.69177 0.65254 -1.05466
C -0.83572 -0.17663 -1.78042
C -0.82409 -1.55077 -1.53816
C -1.66851 -2.09573 -0.57015
H -3.18902 -1.69538 0.91732
H -3.20981 0.76005 0.48443
H -1.70093 1.73383 -1.24530
H -0.17126 0.25219 -2.54213
H -0.15047 -2.20323 -2.10924
H -1.65935 -3.17702 -0.37952

Summary:
- Energy relative to the best compared isomer or geometry (same formula, charge and spin): 24.0 kcal per mole
- Lowest unoccupied orbital energy: 0.9874 eV
- Orbital gap: 10.13 eV
- Electronic energy: -14691.0860 eV

***

No. 2
The following is a DFT calculation (ωB97M-V with the def2-TZVPD basis set) of a cluster of 21 separate species, C16H47FO22 in total in a non-equilibrium geometry.

Positions of all 86 atoms, in Å:
C 3.80936 2.56174 2.61616
C 2.70388 2.74543 2.15694
C 1.38716 2.42137 1.56278
C 1.17818 2.31861 0.17603
C -0.08170 1.97471 -0.34120
C -1.14040 1.74130 0.55643
C -0.92862 1.86290 1.95716
C 0.32400 2.20662 2.47058
F 0.48401 2.29133 3.79850
C -2.15826 1.55657 2.83018
O -2.48163 2.21911 3.78670
C -2.97234 0.35302 2.34029
C -3.49390 -0.60507 3.23128
C -4.23115 -1.66473 2.65592
C -4.47604 -1.76653 1.26835
C -3.94582 -0.79984 0.39317
C -3.18639 0.23852 0.94127
C -2.53194 1.31326 0.06715
O -3.06582 1.78165 -0.91185
H 4.78418 2.46160 3.08027
H 1.99688 2.51167 -0.52950
H -0.29621 1.87064 -1.41528
H -3.32366 -0.51283 4.31407
H -4.64826 -2.45976 3.28255
H -5.08251 -2.59465 0.87397
H -4.08918 -0.83411 -0.69796
O -2.45856 -1.50388 -2.84791
H -2.73790 -0.59182 -2.71061
H -2.95749 -1.78558 -3.62086
O -5.77777 -0.74091 -2.58368
H -6.05583 0.17185 -2.44557
H -6.27763 -1.02306 -3.35687
O -4.58262 0.71091 5.91715
H -4.69245 1.34333 5.19601
H -4.45672 1.26635 6.69458
O 1.91944 0.01765 -1.89601
H 1.03943 -0.34302 -1.73103
H 2.26430 -0.52860 -2.61679
O 2.26119 -2.45433 -3.74080
H 1.38226 -2.81332 -3.57713
H 2.60543 -2.99732 -4.45841
O 4.99170 2.17327 5.49421
H 4.75171 2.89697 6.08126
H 4.90646 1.38502 6.04421
O 0.57939 -0.64231 -5.51062
H 1.33304 -0.32865 -4.99031
H 0.64987 -0.15711 -6.34157
O 0.39669 -1.86268 0.14738
H 1.32258 -2.00478 0.37194
H -0.07692 -2.54675 0.63272
O 4.60265 -0.75976 7.01590
H 3.73718 -1.14686 7.18134
H 4.96590 -1.29960 6.30158
O 1.32594 -0.34667 -8.38613
H 1.98447 -0.10312 -9.04765
H 1.09562 -1.25548 -8.60677
O 4.18867 -4.60229 -3.58124
H 4.73348 -5.39326 -3.51326
H 4.59425 -3.98177 -2.96637
O -1.84867 -0.16482 6.82271
H -2.73217 -0.19348 7.20140
H -1.86750 0.61065 6.24996
O 6.30872 -3.08256 7.18568
H 6.87695 -3.85640 7.25853
H 6.69509 -2.44594 7.79701
O 3.76472 -1.83761 4.37044
H 3.74178 -0.87884 4.26167
H 3.21295 -2.16669 3.65399
O 2.32346 1.32006 -4.55286
H 2.21740 1.96152 -5.26352
H 2.44893 1.85755 -3.76305
O 3.86325 0.94575 -9.87444
H 4.61460 1.25822 -9.35682
H 3.92808 1.43482 -10.70159
O 4.45658 -1.81574 -8.79883
H 4.93419 -2.05003 -9.60080
H 4.07411 -0.95210 -8.99776
O -5.92232 3.59931 -1.14597
H -6.50269 3.13379 -0.53410
H -5.06605 3.16718 -1.03064
O -2.54909 -3.52813 4.00989
H -2.00045 -4.31574 4.09125
H -2.14524 -2.89694 4.61789
O -6.34859 6.58820 -0.70507
H -5.68744 6.82673 -1.36153
H -6.56860 5.67218 -0.91916

Summary:
- Lowest unoccupied orbital energy: -0.4968 eV
- Orbital gap: 8.46 eV
- Electronic energy: -65115.5566 eV